(1)
Entry from the OMol25 dataset: a 3-piece molecular cluster, C4H13N2S2 overall in a non-equilibrium geometry (ωB97M-V with the def2-TZVPD basis set).

The geometry in ORCA input format:
```
! wB97M-V def2-TZVPD RIJCOSX def2/J DEFGRID3
* xyz 0 2
N 2.99 1.64 0.08
C 2.05 0.60 0.03
C 2.69 -0.74 0.16
S 1.37 -1.97 -0.01
S -1.14 1.18 -0.36
C -1.58 -0.58 -0.31
C -3.13 -0.73 -0.24
N -3.77 0.07 0.77
H 3.95 1.40 0.30
H 2.71 2.51 0.52
H 1.22 0.45 -1.76
H 1.17 0.78 0.66
H 1.46 0.77 -1.02
H 3.58 -0.95 -0.42
H 3.03 -0.90 1.19
H -1.13 -1.07 -1.18
H -1.11 -0.95 0.60
H -3.34 -1.79 -0.11
H -3.47 -0.38 -1.23
H -4.15 -0.33 1.58
H -3.39 1.00 0.76
*
```

Values from the calculation:
Energy relative to the best compared isomer or geometry (same formula, charge and spin), eV: 4.8503
Gap between HOMO and LUMO (spin up / spin down), eV: 5.638 / 4.922

---

(2)
Entry from the OMol25 dataset: an isolated ion of composition C5H11BrNO3 and charge +1 in a non-equilibrium geometry (ωB97M-V with the def2-TZVPD basis set).

The geometry in ORCA input format:
```
! wB97M-V def2-TZVPD RIJCOSX def2/J DEFGRID3
* xyz 1 3
C -1.33 0.79 1.04
C 0.14 0.64 0.65
C 0.48 -0.71 -0.05
C -2.19 0.42 -0.14
C 2.02 -0.87 -0.11
N -1.86 0.86 -1.32
O -0.32 -1.84 0.29
O 0.80 1.60 -0.02
O 2.28 -1.84 -0.97
Br -3.65 -0.67 -0.04
H -1.59 0.31 1.96
H -1.47 1.90 1.11
H 0.57 0.52 1.64
H 0.18 -0.58 -1.13
H 2.57 -0.91 0.87
H 2.31 0.19 -0.62
H 0.28 -2.42 0.82
H -0.91 1.37 -1.45
H -2.48 0.64 -2.11
H 0.94 2.47 0.55
H 3.23 -1.89 -0.98
*
```

Values from the calculation:
Gap between HOMO and LUMO (spin up / spin down), eV: 8.307 / 3.763